Entry 1:
The following is a DFT calculation (the ωB97M-V functional and the def2-TZVPD basis) of one molecule with the formula C17H18ClNO2 at a distorted geometry.

The geometry in ORCA input format:
```
! RIJCOSX wB97M-V def2-TZVPD def2/J DEFGRID3
* xyz 0 1
Cl -3.415 -2.045 -0.302
O 4.942 0.124 -0.468
O -1.158 -0.095 -1.652
N -0.567 0.679 0.194
C 0.525 -1.844 0.269
C 2.746 -0.990 -0.029
C 1.451 -0.977 -0.056
C -2.894 0.773 -0.114
C 3.221 1.487 -0.086
C -3.261 2.023 -0.028
C -3.814 -0.081 -0.372
C 0.452 -2.847 -0.943
C 1.007 -2.832 1.281
C 1.859 1.693 0.045
C -5.035 0.123 0.162
C 3.525 0.085 -0.008
C 4.012 2.693 -0.082
C -1.544 0.436 -0.511
C 0.936 0.448 0.123
C -5.441 1.251 0.307
C -4.449 2.578 0.122
H -0.464 -1.695 0.630
H -0.861 1.205 1.050
H 5.153 -0.803 -0.502
H -5.832 -0.631 0.315
H 1.551 -3.292 -1.329
H 4.486 2.717 -0.854
H 0.440 -3.660 1.598
H 3.374 3.657 -0.053
H 2.070 -3.369 1.007
H 0.002 -3.591 -1.019
H 3.293 -1.929 -0.153
H -2.394 2.782 -0.205
H 1.290 2.786 0.166
H -4.737 3.569 0.210
H -6.502 1.685 0.411
H 4.742 2.658 0.446
H 1.234 -2.536 2.189
H 0.056 -2.236 -1.759
*
```

Results
gap between HOMO and LUMO = 7.71 eV
lowest unoccupied orbital energy = -0.364 eV
E_HOMO = -8.069 eV
energy relative to the best compared isomer or geometry (same formula, charge and spin) = 326.7 kcal/mol
calculated total energy = -1323.5154 Ha
SMILES = Cc1cc(NC(=O)c2ccccc2Cl)c(C(C)C)cc1O
max |F| = 17.7 eV/Å

Entry 2:
The following is a DFT calculation (the ωB97M-V functional and the def2-TZVPD basis) of one molecule with the formula C17H18ClNO3S.

The geometry in ORCA input format:
```
! RIJCOSX wB97M-V def2-TZVPD def2/J DEFGRID3
* xyz 0 1
Cl -0.060 -2.039 -2.824
S -0.549 -1.369 1.753
O -0.154 -1.532 0.372
O -2.830 2.180 -0.629
O -0.846 -2.560 2.499
N -1.823 0.201 -1.050
C 1.548 1.151 -4.582
C -1.742 1.077 1.204
C 1.713 0.201 1.865
C 1.694 0.335 4.635
C -0.817 0.534 -3.237
C -0.584 1.816 -3.716
C 1.341 -0.131 -4.105
C 3.736 1.801 4.627
C 2.684 1.004 3.922
C 0.587 2.127 -4.385
C 0.167 -0.433 -3.433
C 0.717 -0.390 3.975
C 2.684 0.926 2.532
C -2.079 0.217 -2.477
C 0.735 -0.448 2.596
C -2.018 -0.282 1.825
C -2.188 1.218 -0.257
H 1.690 0.380 5.714
H -1.196 -0.520 -0.701
H -2.833 0.986 -2.659
H 2.085 -0.899 -4.248
H -2.245 -0.210 2.885
H 3.593 2.863 4.431
H 3.697 1.640 5.701
H 2.463 1.385 -5.105
H -0.045 -0.930 4.515
H -2.820 -0.820 1.325
H -2.259 1.862 1.761
H -2.465 -0.761 -2.778
H -1.335 2.575 -3.553
H 3.453 1.436 1.970
H 1.708 0.116 0.789
H -0.670 1.290 1.251
H 0.748 3.129 -4.752
H 4.726 1.529 4.266
*
```

Results
gap between HOMO and LUMO = 9.48 eV
lowest unoccupied orbital energy = 0.414 eV
E_HOMO = -9.062 eV
energy relative to the best compared isomer or geometry (same formula, charge and spin) = 16.5 kcal/mol
calculated total energy = -1797.4834 Ha
SMILES = Cc1ccc(S(=O)(=O)CCC(=O)NCc2ccccc2Cl)cc1
max |F| = 0.9 eV/Å

Entry 3:
The following is a DFT calculation (the ωB97M-V functional and the def2-TZVPD basis) of C17H18CrF6N3O9S3 as an isolated structure.

The geometry in ORCA input format:
```
! RIJCOSX wB97M-V def2-TZVPD def2/J DEFGRID3
* xyz 0 2
Cr 0.803 -0.606 -0.282
S -0.305 -3.309 1.092
S -2.176 -1.735 -0.336
S -0.043 0.224 2.540
F -3.713 -3.350 -1.708
F 1.493 -5.136 0.654
F -0.546 -5.780 0.308
F 0.447 -4.505 -1.131
F -3.356 -1.419 -2.623
F -1.806 -2.928 -2.640
O 0.329 0.659 1.107
O 0.752 -2.317 0.851
O -0.478 -3.748 2.426
O 1.160 -0.100 3.266
O -3.285 -1.162 0.334
O -1.092 -0.757 2.464
O 0.852 0.936 -1.493
O 1.373 -1.652 -1.642
O -1.141 -0.801 -0.814
N 3.214 0.845 0.886
N -1.595 -3.031 0.281
N 2.740 -0.453 0.487
C -2.371 3.425 3.161
C 1.275 -0.059 -4.944
C -0.715 3.404 4.891
C -1.829 3.999 4.309
C -2.440 5.230 4.919
C 1.574 -1.142 -5.735
C -1.823 2.280 2.608
C 0.310 -4.776 0.163
C 1.189 -0.177 -3.545
C 0.756 2.352 -3.350
C 1.810 -2.381 -5.131
C 1.427 -1.432 -2.949
C -0.151 2.259 4.349
C -0.713 1.706 3.209
C -2.803 -2.413 -1.928
C 1.747 -2.527 -3.765
C 0.925 1.000 -2.727
H -3.239 3.878 2.698
H -0.282 3.837 5.785
H 2.046 -3.240 -5.746
H -0.076 2.343 -4.055
H 3.394 -0.813 -0.199
H 1.627 -1.037 -6.809
H -1.698 6.021 5.035
H 2.704 -1.105 1.272
H -2.843 5.012 5.910
H 2.383 1.372 1.133
H 1.099 0.903 -5.405
H 3.749 0.738 1.741
H 0.560 3.076 -2.565
H -3.253 5.615 4.304
H 0.714 1.792 4.798
H 1.653 2.638 -3.900
H -2.258 1.828 1.726
H 1.923 -3.480 -3.285
*
```

Results
gap between HOMO and LUMO (alpha / beta) = 8.08 / 8.50 eV
lowest unoccupied orbital energy (alpha / beta) = -1.219 / -0.798 eV
E_HOMO (alpha / beta) = -9.301 / -9.294 eV
⟨S²⟩ = 0.7579
energy relative to the best compared isomer or geometry (same formula, charge and spin) = 0.0 kcal/mol
calculated total energy = -4338.3158 Ha
max |F| = 0.4 eV/Å

Entry 4:
The following is a DFT calculation (the ωB97M-V functional and the def2-TZVPD basis) of one molecule with the formula C17H18F3NO3 at a distorted geometry.

The geometry in ORCA input format:
```
! RIJCOSX wB97M-V def2-TZVPD def2/J DEFGRID3
* xyz 0 1
F -1.579 -5.676 -3.441
F 0.431 -6.459 -3.049
F -1.187 -7.185 -1.911
O -0.682 3.554 -0.442
O -0.078 4.711 1.470
O -2.425 1.779 0.996
N 0.660 -1.799 1.401
C -0.229 -2.554 -0.853
C -1.255 1.365 1.221
C -0.110 -5.164 -0.097
C -1.392 4.659 -1.164
C 0.367 -4.199 0.831
C 1.267 1.904 1.712
C -0.714 -6.030 -2.428
C -0.390 -4.891 -1.406
C 0.205 -2.797 0.498
C 1.294 0.443 2.304
C -0.582 -3.579 -1.742
C 0.318 -0.448 1.463
C 2.083 1.781 0.369
C -0.210 2.411 1.707
C -0.321 3.660 0.841
C -0.965 0.021 1.056
C -0.369 5.388 -1.961
H 2.315 2.785 -0.094
H -0.079 -6.168 0.171
H 0.595 5.637 -1.516
H 2.963 1.242 0.532
H -0.567 2.569 2.705
H -1.853 5.385 -0.510
H 2.258 -0.077 2.292
H -1.789 -0.697 0.877
H -0.370 -1.589 -1.306
H 1.799 2.591 2.422
H -2.048 4.316 -1.912
H 0.942 0.567 3.281
H 1.389 -2.223 1.947
H -0.774 -3.186 -2.759
H 0.657 -4.551 1.818
H -0.876 6.410 -2.125
H 1.574 1.298 -0.388
H -0.275 4.795 -2.812
*
```

Results
gap between HOMO and LUMO = 8.33 eV
lowest unoccupied orbital energy = -0.179 eV
E_HOMO = -8.506 eV
energy relative to the best compared isomer or geometry (same formula, charge and spin) = 51.1 kcal/mol
calculated total energy = -1238.6136 Ha
SMILES = CCOC(=O)[C@H]1C(=O)C=C(Nc2ccc(C(F)(F)F)cc2)C[C@H]1C
max |F| = 4.8 eV/Å

Entry 5:
The following is a DFT calculation (the ωB97M-V functional and the def2-TZVPD basis) of a 3-piece molecular cluster, C17H18F3NO8 overall at a distorted geometry.

The geometry in ORCA input format:
```
! RIJCOSX wB97M-V def2-TZVPD def2/J DEFGRID3
* xyz 0 1
F 6.711 -2.603 2.806
F -4.167 0.169 -2.915
F 1.916 -4.374 0.135
O -1.092 -2.733 0.220
O -0.758 -1.195 -1.402
O -1.493 1.786 1.525
O -4.566 5.019 -0.207
O 2.361 -3.426 2.749
O 0.920 -2.574 -0.782
O 4.121 -4.842 2.699
O 4.468 -2.632 2.951
N 1.868 3.008 -2.135
C -1.252 3.596 -0.187
C -3.690 4.213 -0.563
C -2.135 4.591 -0.681
C -0.348 -2.087 -0.720
C -0.293 -3.803 0.710
C -3.121 1.678 -0.392
C 3.541 -3.616 2.793
C -1.893 2.268 0.456
C 0.817 1.128 -0.923
C 1.092 -3.330 0.404
C 1.046 2.678 -1.160
C -4.552 1.538 -3.131
C -5.216 2.187 -1.802
C 5.526 -4.629 2.659
C -4.000 2.672 -0.900
C 0.322 3.835 -0.304
C 5.664 -3.292 3.316
H -3.259 0.572 -0.601
H 1.531 -2.703 1.177
H -5.893 1.438 -1.285
H 1.024 0.874 0.170
H -5.176 1.699 -4.063
H 6.058 -5.415 3.197
H -1.777 5.563 -1.140
H 1.495 0.494 -1.578
H 1.940 4.036 -2.187
H 0.833 4.052 0.685
H -0.252 0.808 -1.183
H 5.743 -3.332 4.406
H 5.864 -4.624 1.619
H -0.453 -3.957 1.778
H 0.439 4.785 -0.939
H -5.796 3.094 -2.176
H -3.566 2.108 -3.277
H -0.552 -4.723 0.179
*
```

Results
gap between HOMO and LUMO = 8.78 eV
lowest unoccupied orbital energy = -0.701 eV
E_HOMO = -9.482 eV
calculated total energy = -1614.7354 Ha
SMILES = [H]/N=C(/C)CC1=CC(=O)C(CCF)=CC1=O.O=C1OC[C@@H](F)O1.O=C1OC[C@@H](F)O1
max |F| = 3.5 eV/Å

Copy entry 2 word for word.
The following is a DFT calculation (the ωB97M-V functional and the def2-TZVPD basis) of one molecule with the formula C17H18ClNO3S.

The geometry in ORCA input format:
```
! RIJCOSX wB97M-V def2-TZVPD def2/J DEFGRID3
* xyz 0 1
Cl -0.060 -2.039 -2.824
S -0.549 -1.369 1.753
O -0.154 -1.532 0.372
O -2.830 2.180 -0.629
O -0.846 -2.560 2.499
N -1.823 0.201 -1.050
C 1.548 1.151 -4.582
C -1.742 1.077 1.204
C 1.713 0.201 1.865
C 1.694 0.335 4.635
C -0.817 0.534 -3.237
C -0.584 1.816 -3.716
C 1.341 -0.131 -4.105
C 3.736 1.801 4.627
C 2.684 1.004 3.922
C 0.587 2.127 -4.385
C 0.167 -0.433 -3.433
C 0.717 -0.390 3.975
C 2.684 0.926 2.532
C -2.079 0.217 -2.477
C 0.735 -0.448 2.596
C -2.018 -0.282 1.825
C -2.188 1.218 -0.257
H 1.690 0.380 5.714
H -1.196 -0.520 -0.701
H -2.833 0.986 -2.659
H 2.085 -0.899 -4.248
H -2.245 -0.210 2.885
H 3.593 2.863 4.431
H 3.697 1.640 5.701
H 2.463 1.385 -5.105
H -0.045 -0.930 4.515
H -2.820 -0.820 1.325
H -2.259 1.862 1.761
H -2.465 -0.761 -2.778
H -1.335 2.575 -3.553
H 3.453 1.436 1.970
H 1.708 0.116 0.789
H -0.670 1.290 1.251
H 0.748 3.129 -4.752
H 4.726 1.529 4.266
*
```

Results
gap between HOMO and LUMO = 9.48 eV
lowest unoccupied orbital energy = 0.414 eV
E_HOMO = -9.062 eV
energy relative to the best compared isomer or geometry (same formula, charge and spin) = 16.5 kcal/mol
calculated total energy = -1797.4834 Ha
SMILES = Cc1ccc(S(=O)(=O)CCC(=O)NCc2ccccc2Cl)cc1
max |F| = 0.9 eV/Å

What did the first record say?
The following is a DFT calculation (the ωB97M-V functional and the def2-TZVPD basis) of one molecule with the formula C17H18ClNO2 at a distorted geometry.

The geometry in ORCA input format:
```
! RIJCOSX wB97M-V def2-TZVPD def2/J DEFGRID3
* xyz 0 1
Cl -3.415 -2.045 -0.302
O 4.942 0.124 -0.468
O -1.158 -0.095 -1.652
N -0.567 0.679 0.194
C 0.525 -1.844 0.269
C 2.746 -0.990 -0.029
C 1.451 -0.977 -0.056
C -2.894 0.773 -0.114
C 3.221 1.487 -0.086
C -3.261 2.023 -0.028
C -3.814 -0.081 -0.372
C 0.452 -2.847 -0.943
C 1.007 -2.832 1.281
C 1.859 1.693 0.045
C -5.035 0.123 0.162
C 3.525 0.085 -0.008
C 4.012 2.693 -0.082
C -1.544 0.436 -0.511
C 0.936 0.448 0.123
C -5.441 1.251 0.307
C -4.449 2.578 0.122
H -0.464 -1.695 0.630
H -0.861 1.205 1.050
H 5.153 -0.803 -0.502
H -5.832 -0.631 0.315
H 1.551 -3.292 -1.329
H 4.486 2.717 -0.854
H 0.440 -3.660 1.598
H 3.374 3.657 -0.053
H 2.070 -3.369 1.007
H 0.002 -3.591 -1.019
H 3.293 -1.929 -0.153
H -2.394 2.782 -0.205
H 1.290 2.786 0.166
H -4.737 3.569 0.210
H -6.502 1.685 0.411
H 4.742 2.658 0.446
H 1.234 -2.536 2.189
H 0.056 -2.236 -1.759
*
```

Results
gap between HOMO and LUMO = 7.71 eV
lowest unoccupied orbital energy = -0.364 eV
E_HOMO = -8.069 eV
energy relative to the best compared isomer or geometry (same formula, charge and spin) = 326.7 kcal/mol
calculated total energy = -1323.5154 Ha
SMILES = Cc1cc(NC(=O)c2ccccc2Cl)c(C(C)C)cc1O
max |F| = 17.7 eV/Å

- Look up the max |F| of the second one.
  0.9 eV/Å